(1)
{"formula": "C4H5Br3", "method": "the ωB97M-V functional and the def2-TZVPD basis", "species": ["C", "C", "C", "C", "Br", "Br", "Br", "H", "H", "H", "H", "H"], "positions_angstrom": [[-0.734, -0.200, 0.147], [0.552, 0.150, -0.075], [-1.956, 0.458, -0.426], [1.699, -0.602, 0.598], [0.974, 1.573, -1.319], [2.967, 0.556, 1.576], [2.702, -1.642, -0.741], [-0.804, -1.001, 0.833], [-2.767, -0.012, -0.056], [-1.848, 0.533, -1.612], [-1.898, 1.506, -0.278], [1.113, -1.319, 1.354]], "nbo_charge": [-0.16, -0.13, -0.65, -0.38, 0.05, 0.06, 0.05, 0.21, 0.22, 0.24, 0.24, 0.26], "energy_ev": -214355.2359, "e_lumo_ev": 0.4, "homo_lumo_gap_ha": 0.3661, "de_lowest_kcal_mol": 5.4}

(2)
{"formula": "C10H15N2O", "method": "the ωB97M-V functional and the def2-TZVPD basis", "species": ["C", "C", "C", "C", "C", "C", "C", "C", "C", "C", "N", "N", "O", "H", "H", "H", "H", "H", "H", "H", "H", "H", "H", "H", "H", "H", "H", "H"], "positions_angstrom": [[-0.139, -2.705, 0.467], [-1.166, -3.137, -0.260], [1.416, -0.896, 1.090], [-1.480, -0.856, -1.216], [0.345, -1.322, 0.397], [-0.448, -0.532, -0.480], [-1.959, -2.286, -1.194], [2.035, 0.472, 1.070], [1.047, 1.645, 0.981], [0.356, 1.729, -0.373], [1.063, 2.198, -1.473], [-0.957, 2.419, -0.192], [0.033, 1.569, 1.969], [0.403, -3.366, 1.126], [-1.475, -4.171, -0.200], [1.934, -1.617, 1.706], [-2.023, -0.177, -1.858], [-1.916, -2.703, -2.207], [-3.017, -2.299, -0.903], [2.619, 0.597, 1.983], [2.735, 0.540, 0.232], [1.594, 2.582, 1.179], [0.730, 1.889, -2.376], [2.065, 2.107, -1.394], [-1.711, 1.982, -0.729], [-0.906, 3.421, -0.422], [-1.103, 2.274, 0.847], [-0.076, 0.644, 2.228]], "nbo_charge": [-0.21, -0.13, -0.18, -0.23, -0.15, 0.04, -0.48, -0.46, 0.03, 0.34, -0.84, -0.74, -0.72, 0.23, 0.23, 0.23, 0.21, 0.25, 0.25, 0.25, 0.23, 0.20, 0.40, 0.41, 0.44, 0.43, 0.48, 0.51], "energy_ev": -15631.4272, "total_charge": 1, "e_lumo_ev": -3.3, "homo_lumo_gap_ha": 0.3066, "de_lowest_kcal_mol": 48.1}

(3)
{"formula": "C35H25N7O2Re", "method": "the ωB97M-V functional and the def2-TZVPD basis", "species": ["Re", "C", "O", "C", "C", "C", "C", "C", "C", "N", "N", "C", "C", "O", "C", "C", "C", "C", "C", "C", "C", "C", "H", "H", "H", "H", "H", "H", "H", "H", "H", "H", "H", "H", "H", "C", "C", "C", "C", "N", "C", "N", "C", "N", "C", "N", "C", "C", "C", "C", "C", "N", "C", "C", "C", "C", "C", "C", "H", "H", "H", "H", "H", "H", "H", "H", "H", "H", "H", "H"], "positions_angstrom": [[-1.426, -0.318, -0.043], [-2.958, -2.154, 2.301], [-1.765, -1.754, 1.593], [-0.587, -2.474, 1.815], [-0.507, -3.767, 2.276], [0.766, -4.319, 2.408], [1.906, -3.593, 2.099], [1.814, -2.281, 1.649], [0.553, -1.740, 1.502], [0.239, -0.410, 1.088], [0.963, 0.531, 1.530], [0.506, 1.796, 1.531], [-0.901, 2.042, 1.584], [-1.759, 1.088, 1.319], [-1.373, 3.302, 2.004], [-0.480, 4.299, 2.272], [0.927, 4.120, 2.175], [1.815, 5.175, 2.455], [3.171, 4.974, 2.383], [3.673, 3.716, 2.027], [2.826, 2.670, 1.739], [1.440, 2.855, 1.817], [-2.710, -2.290, 3.351], [-3.669, -1.340, 2.194], [-3.356, -3.073, 1.872], [-1.386, -4.340, 2.534], [0.861, -5.336, 2.761], [2.878, -4.051, 2.212], [2.691, -1.693, 1.419], [-2.439, 3.452, 2.092], [-0.847, 5.273, 2.572], [1.413, 6.141, 2.730], [3.855, 5.782, 2.602], [4.743, 3.567, 1.976], [3.225, 1.707, 1.451], [-3.684, 2.746, -1.763], [-2.820, 3.599, -2.461], [-1.483, 3.300, -2.527], [-0.995, 2.130, -1.926], [-1.834, 1.320, -1.250], [-3.147, 1.649, -1.152], [0.334, 1.847, -2.060], [0.737, 0.636, -1.907], [-0.024, -0.464, -1.521], [0.750, -1.607, -1.711], [0.357, -2.825, -1.640], [-0.982, -3.093, -1.498], [-1.422, -4.355, -1.922], [-2.758, -4.667, -1.888], [-3.664, -3.715, -1.408], [-3.168, -2.520, -0.965], [-1.853, -2.194, -0.996], [2.107, -1.200, -2.085], [3.237, -1.946, -2.360], [4.375, -1.244, -2.744], [4.363, 0.144, -2.873], [3.214, 0.887, -2.623], [2.096, 0.185, -2.213], [-4.739, 2.955, -1.673], [-3.205, 4.493, -2.932], [-0.769, 3.925, -3.041], [-3.763, 0.994, -0.540], [-0.673, -5.040, -2.290], [-3.108, -5.631, -2.230], [-4.726, -3.909, -1.371], [-3.833, -1.764, -0.555], [3.232, -3.024, -2.282], [5.287, -1.783, -2.959], [5.267, 0.649, -3.186], [3.192, 1.961, -2.743]], "nbo_charge": [1.53, -0.25, -0.54, 0.26, -0.27, -0.15, -0.19, -0.18, 0.10, -0.22, -0.07, 0.05, 0.40, -0.67, -0.30, -0.04, -0.10, -0.14, -0.20, -0.15, -0.19, -0.03, 0.23, 0.22, 0.21, 0.25, 0.24, 0.25, 0.25, 0.24, 0.24, 0.23, 0.24, 0.23, 0.23, -0.23, -0.10, -0.21, 0.41, -0.50, 0.03, -0.48, 0.47, -0.60, 0.49, -0.48, 0.40, -0.21, -0.10, -0.24, 0.03, -0.51, -0.12, -0.15, -0.17, -0.17, -0.17, -0.03, 0.26, 0.25, 0.26, 0.21, 0.26, 0.25, 0.26, 0.20, 0.24, 0.24, 0.24, 0.25], "energy_ev": -53342.7440, "s2": 0.766, "total_charge": 2, "spin_multiplicity": 2, "e_lumo_ev": [-6.8, -7.1], "homo_lumo_gap_ha": [0.2373, 0.2263], "de_lowest_kcal_mol": 0.0}

(4)
{"formula": "C10H12InN2O5S", "method": "the ωB97M-V functional and the def2-TZVPD basis", "species": ["O", "C", "In", "O", "C", "C", "O", "C", "O", "C", "O", "C", "C", "N", "C", "S", "N", "C", "C", "H", "H", "H", "H", "H", "H", "H", "H", "H", "H", "H", "H"], "positions_angstrom": [[0.868, 4.609, -3.415], [0.837, 3.469, -3.365], [0.741, -1.318, -2.835], [0.871, -0.088, -6.683], [0.747, -0.141, -5.558], [0.776, -3.540, -3.484], [0.919, -4.659, -3.275], [-1.625, -0.161, -3.004], [-2.767, -0.126, -3.163], [3.164, -0.254, -3.372], [4.298, -0.119, -3.397], [-1.743, -1.920, 2.882], [-0.423, -1.361, 2.367], [-0.629, -0.927, 0.985], [0.362, -0.096, 0.496], [1.661, -0.649, -0.582], [0.369, 1.141, 0.964], [-0.653, 1.750, 1.837], [0.009, 2.307, 3.093], [-2.560, -1.183, 2.871], [-1.689, -2.233, 3.931], [-2.079, -2.803, 2.326], [-0.166, -0.497, 3.000], [0.351, -2.156, 2.449], [-0.764, -1.774, 0.433], [1.092, 1.762, 0.597], [-1.175, 2.590, 1.355], [-1.380, 0.996, 2.137], [0.650, 3.178, 2.909], [-0.707, 2.604, 3.864], [0.646, 1.600, 3.638]], "nbo_charge": [-0.41, 0.42, 1.13, -0.31, 0.51, 0.53, -0.19, 0.54, -0.27, 0.52, -0.29, -0.64, -0.24, -0.60, 0.38, -0.04, -0.42, -0.26, -0.65, 0.23, 0.27, 0.22, 0.22, 0.22, 0.39, 0.45, 0.27, 0.25, 0.24, 0.28, 0.23], "energy_ev": -39757.3223, "total_charge": 3, "e_lumo_ev": -14.4, "homo_lumo_gap_ha": 0.1994, "de_lowest_kcal_mol": 2.1}

(5)
{"formula": "C29H26GeN2O5V", "method": "the ωB97M-V functional and the def2-TZVPD basis", "species": ["V", "O", "C", "O", "C", "C", "C", "C", "C", "N", "C", "O", "O", "H", "H", "H", "H", "C", "N", "C", "C", "O", "H", "H", "H", "H", "H", "H", "H", "C", "Ge", "C", "C", "C", "C", "C", "C", "C", "C", "C", "C", "C", "C", "C", "C", "C", "C", "C", "C", "H", "H", "H", "H", "H", "H", "H", "H", "H", "H", "H", "H", "H", "H", "H"], "positions_angstrom": [[1.364, -2.007, 0.280], [4.936, -0.907, 2.012], [3.699, -1.421, 1.687], [3.365, -1.389, 0.440], [2.880, -1.999, 2.670], [3.180, -2.316, 4.015], [2.243, -3.127, 4.724], [1.103, -3.597, 4.119], [0.817, -3.216, 2.782], [1.682, -2.373, 2.120], [-0.227, -3.736, 1.909], [-1.088, -4.552, 2.284], [-0.153, -3.274, 0.668], [5.234, -0.524, 1.176], [4.108, -1.980, 4.458], [2.454, -3.406, 5.752], [0.411, -4.256, 4.627], [0.306, -2.784, -4.851], [0.971, -2.233, -3.690], [0.716, -0.818, -3.421], [1.218, -3.053, -2.639], [1.412, -2.650, -1.505], [0.617, -2.245, -5.748], [-0.783, -2.703, -4.763], [0.572, -3.834, -4.971], [1.208, -0.209, -4.182], [1.085, -0.556, -2.429], [-0.358, -0.613, -3.444], [1.266, -4.122, -2.886], [0.632, -0.436, 0.354], [-0.431, 1.034, 0.059], [0.210, 2.737, 0.858], [-0.216, 3.996, 0.435], [0.185, 5.155, 1.093], [1.022, 5.067, 2.198], [1.457, 3.821, 2.632], [1.054, 2.670, 1.966], [-2.219, 0.720, 0.859], [-2.461, -0.549, 1.387], [-3.650, -0.825, 2.054], [-4.608, 0.168, 2.212], [-4.381, 1.437, 1.693], [-3.193, 1.706, 1.021], [-0.854, 1.563, -1.825], [0.014, 2.342, -2.593], [-0.205, 2.555, -3.950], [-1.303, 1.980, -4.576], [-2.180, 1.201, -3.831], [-1.953, 0.997, -2.474], [-0.870, 4.076, -0.429], [-0.156, 6.125, 0.747], [1.336, 5.966, 2.717], [2.111, 3.746, 3.493], [1.400, 1.693, 2.294], [-1.700, -1.317, 1.268], [-3.815, -1.818, 2.456], [-5.531, -0.045, 2.742], [-5.124, 2.219, 1.821], [-3.024, 2.701, 0.618], [0.881, 2.790, -2.118], [0.487, 3.164, -4.524], [-1.470, 2.131, -5.637], [-3.041, 0.747, -4.311], [-2.641, 0.383, -1.901]], "nbo_charge": [0.87, -0.72, 0.61, -0.73, 0.01, -0.38, -0.27, -0.26, -0.06, -0.46, 0.71, -0.75, -0.76, 0.47, 0.19, 0.17, 0.20, -0.40, -0.42, -0.45, 0.55, -0.55, 0.19, 0.19, 0.20, 0.19, 0.28, 0.21, 0.12, -0.99, 1.51, -0.42, -0.16, -0.26, -0.24, -0.23, -0.19, -0.33, -0.21, -0.23, -0.23, -0.25, -0.25, -0.40, -0.16, -0.26, -0.25, -0.24, -0.22, 0.19, 0.19, 0.19, 0.20, 0.25, 0.27, 0.21, 0.19, 0.18, 0.19, 0.20, 0.19, 0.19, 0.20, 0.22], "energy_ev": -125914.3694, "s2": 3.859, "total_charge": -2, "spin_multiplicity": 4, "e_lumo_ev": [4.2, 4.2], "homo_lumo_gap_ha": [0.0881, 0.1748], "de_lowest_kcal_mol": 39.6}

(6)
{"formula": "C5H4", "method": "the ωB97M-V functional and the def2-TZVPD basis", "species": ["C", "C", "C", "C", "C", "H", "H", "H", "H"], "positions_angstrom": [[1.447, -0.695, 0.039], [0.255, 0.221, -0.099], [-0.979, 0.437, 0.010], [-2.267, 0.680, 0.120], [-3.505, 0.892, 0.215], [2.270, -0.273, 0.625], [1.836, -1.057, -0.921], [1.102, -1.585, 0.588], [-0.159, 1.380, -0.577]], "nbo_charge": [-0.64, -0.16, 0.23, -0.64, 0.12, 0.25, 0.25, 0.26, 0.36], "energy_ev": -5242.6062, "e_lumo_ev": -0.4, "homo_lumo_gap_ha": 0.3225, "de_lowest_kcal_mol": 82.8}